Density functional theory data (wB97M-V/def2-TZVPD) for 7 unconnected molecules or ions with the total composition C31H59N3O9P.

Last columns: bonded neighbours and bond lengths (Å).
Atoms and positions in Å:
1 C -0.104 -3.531 3.629  C2 1.186, H15 1.061
2 C -0.293 -2.363 3.544  C1 1.186, N3 1.367
3 N -0.544 -1.067 3.191  C2 1.367, C4 1.309, P11 1.766
4 C -1.762 -0.711 2.870  N3 1.309, N5 1.395, N8 1.352
5 N -2.062 0.609 2.529  C4 1.395, C6 1.480, H16 1.027
6 C -3.488 0.793 2.179  N5 1.480, C7 1.544, H17 1.088, H18 1.084
7 C -4.016 -0.651 2.323  C6 1.544, N8 1.499, H19 1.095, H20 1.087
8 N -2.883 -1.466 2.868  C4 1.352, C7 1.499, C9 1.453
9 C -2.894 -2.671 2.056  N8 1.453, C10 1.308, H21 1.083
10 C -2.022 -2.955 1.123  C9 1.308, H22 1.079, H23 1.087
11 P 0.867 -0.005 3.225  N3 1.766, O12 1.440, O13 1.591, O14 1.582
12 O 1.182 0.200 4.615  P11 1.440
13 O 2.051 -0.796 2.516  P11 1.591, H24 0.977
14 O 0.663 1.365 2.462  P11 1.582, H25 0.972
15 H 0.366 -4.482 3.659  C1 1.061
16 H -1.990 1.072 3.442  N5 1.027
17 H -4.007 1.464 2.861  C6 1.088
18 H -3.589 1.176 1.169  C6 1.084
19 H -4.111 -0.979 1.283  C7 1.095
20 H -5.012 -0.845 2.712  C7 1.087
21 H -3.671 -3.390 2.282  C9 1.083
22 H -1.877 -3.994 0.867  C10 1.079
23 H -1.421 -2.223 0.590  C10 1.087
24 H 2.297 -0.377 1.669  O13 0.977
25 H 0.121 1.280 1.659  O14 0.972
26 C -6.349 -5.222 -1.471  C27 1.523, C30 1.522, H31 1.088, H32 1.093
27 C -5.052 -6.011 -1.342  C26 1.523, C28 1.520, H33 1.092, H34 1.090
28 C -4.238 -5.123 -0.416  C27 1.520, O29 1.427, H35 1.097, H36 1.093
29 O -5.169 -4.449 0.430  C28 1.427, C30 1.436
30 C -6.500 -4.637 -0.074  C26 1.522, O29 1.436, H37 1.094, H38 1.091
31 H -7.203 -5.825 -1.773  C26 1.088
32 H -6.223 -4.419 -2.202  C26 1.093
33 H -5.249 -6.972 -0.861  C27 1.092
34 H -4.556 -6.203 -2.293  C27 1.090
35 H -3.683 -4.359 -0.974  C28 1.097
36 H -3.532 -5.689 0.198  C28 1.093
37 H -7.022 -5.328 0.595  C30 1.094
38 H -7.032 -3.684 -0.071  C30 1.091
39 C 5.830 2.232 1.198  C40 1.526, C43 1.517, H44 1.089, H45 1.092
40 C 5.474 2.646 -0.226  C39 1.526, C41 1.521, H46 1.093, H47 1.088
41 C 4.671 1.449 -0.713  C40 1.521, O42 1.437, H48 1.094, H49 1.090
42 O 4.018 0.901 0.444  C41 1.437, C43 1.437
43 C 4.576 1.493 1.628  C39 1.517, O42 1.437, H50 1.097, H51 1.091
44 H 6.073 3.068 1.851  C39 1.089
45 H 6.682 1.549 1.186  C39 1.092
46 H 4.842 3.537 -0.207  C40 1.093
47 H 6.339 2.856 -0.852  C40 1.088
48 H 5.321 0.676 -1.133  C41 1.094
49 H 3.924 1.717 -1.461  C41 1.090
50 H 3.826 2.181 2.038  C43 1.097
51 H 4.771 0.711 2.364  C43 1.091
52 C 2.951 3.534 6.502  C53 1.523, C56 1.522, H57 1.089, H58 1.093
53 C 2.213 2.921 5.319  C52 1.523, C54 1.518, H59 1.089, H60 1.088
54 C 2.334 4.016 4.275  C53 1.518, O55 1.428, H61 1.097, H62 1.093
55 O 3.562 4.699 4.529  C54 1.428, C56 1.434
56 C 4.072 4.293 5.807  C52 1.522, O55 1.434, H63 1.095, H64 1.090
57 H 3.316 2.802 7.221  C52 1.089
58 H 2.294 4.231 7.028  C52 1.093
59 H 2.734 2.026 4.980  C53 1.089
60 H 1.182 2.649 5.534  C53 1.088
61 H 1.518 4.743 4.365  C54 1.097
62 H 2.337 3.622 3.256  C54 1.093
63 H 4.940 3.648 5.635  C56 1.095
64 H 4.398 5.171 6.365  C56 1.090
65 C -2.186 -4.884 -5.535  C66 1.521, C69 1.521, H70 1.089, H71 1.094
66 C -1.265 -6.061 -5.815  C65 1.521, C67 1.520, H72 1.092, H73 1.089
67 C -1.864 -7.142 -4.930  C66 1.520, O68 1.434, H74 1.096, H75 1.090
68 O -3.271 -6.879 -4.846  C67 1.434, C69 1.435
69 C -3.533 -5.572 -5.379  C65 1.521, O68 1.435, H76 1.095, H77 1.092
70 H -2.184 -4.128 -6.319  C65 1.089
71 H -1.900 -4.402 -4.596  C65 1.094
72 H -1.343 -6.352 -6.865  C66 1.092
73 H -0.217 -5.863 -5.594  C66 1.089
74 H -1.450 -7.102 -3.916  C67 1.096
75 H -1.706 -8.145 -5.328  C67 1.090
76 H -4.029 -5.697 -6.346  C69 1.095
77 H -4.205 -5.032 -4.709  C69 1.092
78 C 2.249 2.167 -3.785  C79 1.522, C82 1.519, H83 1.090, H84 1.094
79 C 1.935 2.561 -5.221  C78 1.522, C80 1.522, H85 1.093, H86 1.089
80 C 1.172 1.342 -5.718  C79 1.522, O81 1.435, H87 1.095, H88 1.090
81 O 0.493 0.793 -4.580  C80 1.435, C82 1.429
82 C 0.995 1.405 -3.390  C78 1.519, O81 1.429, H89 1.097, H90 1.093
83 H 2.453 3.013 -3.130  C78 1.090
84 H 3.115 1.499 -3.764  C78 1.094
85 H 1.286 3.440 -5.231  C79 1.093
86 H 2.817 2.785 -5.819  C79 1.089
87 H 1.853 0.579 -6.109  C80 1.095
88 H 0.445 1.586 -6.492  C80 1.090
89 H 0.224 2.084 -3.006  C82 1.097
90 H 1.187 0.635 -2.638  C82 1.093
91 C 1.152 5.371 1.131  C92 1.522, C95 1.520, H96 1.090, H97 1.093
92 C 0.577 6.474 0.254  C91 1.522, C93 1.522, H98 1.093, H99 1.088
93 C 1.362 6.283 -1.036  C92 1.522, O94 1.437, H100 1.094, H101 1.090
94 O 1.668 4.882 -1.125  C93 1.437, C95 1.426
95 C 1.380 4.257 0.123  C91 1.520, O94 1.426, H102 1.100, H103 1.093
96 H 0.499 5.072 1.950  C91 1.090
97 H 2.107 5.690 1.556  C91 1.093
98 H -0.486 6.292 0.076  C92 1.093
99 H 0.685 7.473 0.674  C92 1.088
100 H 2.306 6.836 -1.014  C93 1.094
101 H 0.802 6.590 -1.919  C93 1.090
102 H 0.474 3.646 -0.005  C95 1.100
103 H 2.207 3.599 0.401  C95 1.093

## Properties
LUMO level, eV: -3.6
Net charge: +1
Highest occupied orbital energy, eV: -11.105
DFT total energy, eV: -65280.357
Max |F|, Eh/bohr: 0.0600